76
Properties=species:S:1:pos:R:3:lowdin_charge:R:1 method="wB97M-V/def2-TZVPD" orbital_gap_ev=7.45 homo_ha=-0.4890 spin_multiplicity=1 relative_energy_kj_mol=15.0 charge=+2
Sc 0.4847 0.2057 0.1289 1.0947
P -0.8453 2.7487 0.1887 1.0643
N -0.3417 0.7528 -1.9899 0.0063
N 1.6026 -1.4390 -1.1763 -0.2636
N 1.2572 0.6189 2.2484 -0.2754
N 0.1810 -1.4602 1.0485 -0.0852
C -1.1581 -3.4325 0.3474 -0.0038
C -4.8353 2.3792 0.8932 -0.0535
C -1.0236 2.2385 -3.8379 -0.0124
C -1.8817 4.4388 -3.3869 -0.0357
C -0.7134 -4.3456 -1.8362 -0.0436
C -0.1559 -2.4913 0.1419 -0.2377
C 0.1020 4.2294 0.6438 -0.3880
C 0.7040 -2.9937 2.9425 0.0047
C -0.8577 2.0368 -2.4725 -0.2969
C 1.8508 -0.7941 4.2281 -0.0110
C 2.0710 -1.2620 -2.5694 -0.0728
C 0.6607 -1.7375 2.3418 -0.2156
C -1.4198 -4.3650 -0.6438 -0.0400
C -1.1866 3.0256 -1.5616 -0.3324
C 1.6648 6.4717 1.1806 -0.0469
C -3.8191 2.9278 2.9976 -0.0515
C -1.7066 4.2341 -2.0334 -0.0471
C 1.8591 -2.0416 4.8365 -0.0500
C 2.6347 1.0811 1.9571 -0.0359
C -4.9479 2.6099 2.2557 -0.0490
C -3.5984 2.4663 0.2714 -0.0829
C 2.1905 5.4241 0.4349 -0.0570
C -2.4588 2.7858 1.0115 -0.3605
C 1.4129 4.3087 0.1718 -0.1218
C 1.2647 -0.6499 2.9846 -0.2117
C 0.2766 -3.3990 -2.0636 -0.0058
C -2.5796 3.0095 2.3839 -0.1149
C 0.5526 1.6398 3.0655 -0.0527
C -0.4268 5.2932 1.3682 -0.0740
C -1.5331 3.4420 -4.2908 -0.0335
C 0.5663 -2.4749 -1.0700 -0.1987
C 2.8093 -1.8267 -0.3830 -0.0274
C 1.2956 -3.1297 4.1896 -0.0455
C 0.3582 6.4063 1.6398 -0.0447
H 0.6226 2.6142 2.5878 0.0630
H -0.4890 1.3412 3.1729 0.0983
H -1.7323 -3.4177 1.2637 0.1309
H 2.6531 -2.1240 -2.9019 0.1085
H 2.5908 2.0465 1.4458 0.0822
H 0.3844 0.4627 -2.6431 0.0644
H -0.0602 7.2279 2.2052 0.1192
H 1.3196 -4.1037 4.6592 0.1204
H -2.1909 -5.1084 -0.4941 0.1222
H -3.9013 3.1199 4.0589 0.1180
H 3.2302 1.2055 2.8635 0.1140
H -1.6620 3.6031 -5.3523 0.1232
H 3.1494 0.3423 1.3384 0.0823
H 1.8292 3.5120 -0.4408 0.0981
H 2.3143 -2.1630 5.8091 0.1180
H -0.9348 -5.0772 -2.6008 0.1209
H 1.2311 -1.1625 -3.2562 0.0893
H -5.7117 2.1405 0.3062 0.1168
H 2.7161 -0.3860 -2.6291 0.1060
H 3.5471 -1.0258 -0.4498 0.0955
H -1.9623 5.0175 -1.3305 0.1252
H -3.5352 2.3055 -0.7980 0.1040
H 2.3149 0.0476 4.7273 0.1218
H -2.2826 5.3772 -3.7444 0.1229
H -1.7162 3.2701 2.9826 0.0953
H 0.8166 -3.4127 -2.9997 0.1158
H 2.5554 -2.0215 0.6551 0.0895
H 0.9986 1.7160 4.0581 0.1054
H -5.9144 2.5497 2.7370 0.1185
H 0.2819 -3.8582 2.4515 0.1117
H -0.7637 1.4555 -4.5407 0.1240
H 3.2538 -2.7308 -0.8044 0.1172
H 2.2700 7.3424 1.3931 0.1189
H -1.0825 0.0597 -2.1319 0.1269
H 3.2012 5.4791 0.0530 0.1157
H -1.4505 5.2698 1.7167 0.1051



85
Properties=species:S:1:pos:R:3:lowdin_charge:R:1 method="wB97M-V/def2-TZVPD" orbital_gap_ev=8.64 homo_ha=-0.3957 spin_multiplicity=1 relative_energy_kj_mol=15.0 charge=+1
As 2.0439 -0.4574 0.0400 1.2697
Sc -1.1042 0.5166 1.3871 0.9751
O -1.2700 2.7793 -6.0656 -0.0203
O 0.7785 -0.1875 1.0751 -0.5053
O -2.8315 1.6652 1.9267 -0.0763
O -3.1436 -0.3852 -5.1537 0.0891
N -1.7066 -1.6209 1.5983 -0.0519
N -2.6399 0.0705 -0.4885 0.0145
N -1.1528 -0.3786 4.3502 -0.0619
N -0.6498 0.5585 3.5200 -0.0518
N -3.7171 3.7075 2.1672 0.2154
N -2.0279 -2.1587 2.7908 -0.0670
N -1.5802 1.1025 -4.4268 0.0952
C 3.8067 -0.7489 2.3264 -0.0859
C -4.8592 -0.3131 -1.2714 -0.0086
C 2.7209 3.3928 -1.2578 -0.0556
C 2.4078 3.3996 -2.6111 -0.0543
C -1.5015 -2.6396 0.7543 -0.1439
C 0.4539 0.6643 5.4639 -0.0472
C -0.7164 2.5302 0.3559 -0.2405
C -3.9273 -0.1886 -0.2539 -0.0980
C 1.7890 -4.5577 -0.2885 -0.0585
C 4.8928 -0.3705 0.1990 -0.0883
C -2.2454 0.2157 -1.7530 -0.0733
C 1.9946 2.2343 -3.2383 -0.0689
C 6.2050 -0.6971 2.1829 -0.0603
C 1.1849 -2.4318 -1.9862 -0.0975
C -0.5112 -0.3311 5.5185 -0.0644
C 6.1287 -0.4615 0.8157 -0.0621
C 3.7356 -0.5180 0.9584 -0.3143
C 2.6189 2.2173 -0.5349 -0.1075
C 0.9194 -3.7357 -2.3781 -0.0654
C 2.0632 -3.2589 0.1046 -0.0881
C -4.4401 -0.1725 -2.5839 0.0289
C -1.6972 -3.8507 1.4065 -0.0446
C 1.7648 -2.1968 -0.7457 -0.2860
C -3.1022 0.1109 -2.8346 -0.0987
C -2.8833 2.8575 1.5703 -0.4880
C 1.2201 -4.7940 -1.5329 -0.0591
C -2.0197 3.3565 0.4423 -0.1969
C -1.0525 1.4340 -5.7397 -0.2436
C 2.2053 1.0450 -1.1648 -0.2979
C -2.6267 0.2435 -4.2530 -0.4430
C 0.3298 1.1860 4.1828 -0.1311
C -2.0291 -3.4894 2.7045 -0.0618
C 5.0487 -0.8366 2.9372 -0.0626
C 1.8925 1.0519 -2.5185 -0.0908
B -2.4057 -1.2413 3.9929 -0.3825
H -4.2079 -0.3138 0.7851 0.1208
H 1.5788 0.1469 -3.0208 0.0814
H -5.8925 -0.5260 -1.0373 0.1179
H 1.1391 0.9625 6.2377 0.0973
H 0.8865 1.9804 3.7097 0.1132
H -1.6161 -4.8409 0.9933 0.0969
H 2.8533 2.2029 0.5234 0.1153
H 2.4910 4.3164 -3.1796 0.1148
H -3.7487 4.6780 1.9151 0.1206
H 0.4786 -3.9263 -3.3478 0.1135
H 2.0157 -5.3835 0.3721 0.1150
H -2.1803 2.9059 -6.3507 0.0981
H 0.9219 -1.6157 -2.6454 0.0802
H -4.3029 3.3827 2.9202 0.1324
H -2.6822 -1.9185 4.9380 0.0765
H 7.0331 -0.3412 0.2344 0.1125
H 0.0529 3.0678 0.9298 0.0382
H 3.0438 4.3020 -0.7688 0.1154
H -1.5107 0.7405 -6.4429 0.1300
H 2.8939 -0.8427 2.9047 0.1080
H -3.2782 -0.4924 3.6305 0.0678
H -1.3147 1.7158 -3.6733 0.1281
H 4.8210 -0.1816 -0.8661 0.1112
H 1.0075 -5.8061 -1.8511 0.1134
H -1.1870 0.4152 -1.8951 0.1096
H -1.8552 4.4324 0.5537 0.1104
H -2.6159 3.2179 -0.4663 0.1191
H 5.1148 -1.0102 4.0030 0.1122
H 1.7545 2.2454 -4.2938 0.1017
H -5.1222 -0.2849 -3.4166 0.1320
H 0.0279 1.2936 -5.7414 0.1148
H 7.1726 -0.7734 2.6610 0.1124
H -2.2777 -4.1063 3.5520 0.1272
H -0.7793 -0.9948 6.3231 0.1268
H -0.3617 2.5645 -0.6802 0.0220
H -1.2226 -2.4682 -0.2743 0.1016
H 2.5054 -3.0615 1.0743 0.1072



86
Properties=species:S:1:pos:R:3:lowdin_charge:R:1 method="wB97M-V/def2-TZVPD" orbital_gap_ev="4.79 / 5.32" homo_ha="-0.4551 / -0.4586" spin_multiplicity=1 relative_energy_kj_mol=199.9 charge=+2
Nb 0.8092 0.3715 0.7004 2.0836
Cl -3.7489 3.3811 4.8175 0.7573
Cl -4.1411 0.1541 5.3947 0.7377
S 3.3486 0.0712 -1.7596 1.1636
O -0.1180 -0.8045 -1.2145 -0.1051
O 0.2528 -1.9459 4.3054 0.1402
O -1.1869 -0.0187 0.5273 -0.1612
O 2.1969 -0.0697 -0.5735 -0.7868
O 0.3314 4.3701 1.8750 0.1140
N 0.4190 2.1847 -1.2514 0.0156
N 2.5923 1.7126 1.3530 -0.0168
N 1.4871 -2.0523 1.0604 0.0558
N 0.3133 -0.3029 2.7129 -0.0119
N 0.1067 2.0767 1.8646 -0.0301
N -2.1972 4.9420 -0.9722 -0.0046
C -5.0011 -0.9549 -1.2007 0.0170
C 1.9442 -2.9684 0.1567 -0.1097
C -1.8097 -0.0895 4.0766 -0.0166
C 2.3601 -4.2185 0.5594 -0.0263
C -6.3675 -2.8942 -2.1108 -0.0358
C -0.7627 0.4075 3.3026 -0.2063
C 0.6426 -1.5503 3.2307 -0.4372
C 0.8126 3.2537 1.8500 -0.4768
C -1.3897 3.9177 -1.6629 -0.2607
C -1.4237 -2.7600 -2.6840 -0.0460
C -2.6465 -2.1579 -2.0506 -0.1629
C -2.7853 0.7838 4.5674 -0.6542
C -2.7777 2.1530 4.1541 -0.6723
C 2.6177 -0.9132 -3.1779 -0.2552
C -1.2385 -0.6120 -0.6530 -0.4753
C 1.8305 -3.6643 2.8277 0.0447
C -1.8180 2.6009 3.2506 -0.0382
C -2.5539 -1.0109 -1.2122 -0.0309
C -5.0788 -2.2047 -1.8490 -0.2544
C 2.2134 2.9994 1.5596 -0.1628
C 3.1698 4.0650 1.5330 0.0658
C -3.8539 0.9198 -0.0479 -0.0185
C -3.8068 -0.3380 -0.8584 -0.1599
C 1.4106 -2.4028 2.3606 -0.1767
C 4.4903 3.7296 1.3581 -0.0202
C 4.6153 -1.1976 -1.3800 -0.2700
C -3.9140 -2.7727 -2.2790 0.0051
C 3.9368 1.4390 1.4452 -0.1037
C 0.0063 3.5960 -1.1154 -0.2010
C 4.9093 2.4104 1.4896 -0.0260
C 4.3902 -2.4368 -2.2612 -0.1954
C 2.3154 -4.5777 1.9178 -0.0029
C 3.3528 -2.2283 -3.4018 -0.1889
C -0.8543 1.7138 2.8254 -0.2365
H 5.9934 2.1620 1.4858 0.1415
H -1.3668 4.1623 -2.7310 0.1139
H 1.5612 -1.1076 -2.9569 0.0784
H 2.6886 -4.9365 -0.1868 0.1207
H 2.6317 -3.0877 -3.3825 0.1331
H -7.1180 -2.6731 -1.3370 0.0941
H 1.9246 -2.7368 -0.8942 0.0946
H -0.7250 -2.0003 -3.1231 0.0824
H -6.2202 -3.9947 -2.1927 0.0967
H -5.9238 -0.4897 -0.8495 0.1291
H 1.6657 -3.9146 3.8939 0.1494
H 5.2410 4.4679 1.0897 0.1322
H 2.7672 5.0611 1.6394 0.1358
H -3.4787 0.8111 0.9440 0.0688
H 0.0658 3.8581 -0.0612 0.0676
H -1.8445 -1.1402 4.3320 0.1156
H -1.6534 -3.5362 -3.4247 0.0891
H 1.2770 2.0903 -1.7619 0.0578
H 3.9872 -3.2757 -1.6836 0.0901
H -1.6188 5.7240 -0.6498 0.0751
H 4.2179 0.3741 1.4203 0.1171
H -3.9667 -3.6938 -2.8678 0.1305
H 5.3287 -2.8088 -2.6393 0.1202
H 4.4674 -1.4121 -0.3114 0.0957
H -3.2450 1.7156 -0.4969 0.0719
H 2.7235 -0.2939 -4.0628 0.0986
H -2.0239 3.0380 -1.5418 0.0777
H 3.8523 -2.2869 -4.3761 0.1247
H -4.8752 1.2603 0.0005 0.0871
H 5.5243 -0.6480 -1.6391 0.1022
H 2.6068 -5.5852 2.2410 0.1359
H -2.9451 5.2884 -1.6087 0.0949
H -6.7786 -2.6520 -3.1088 0.1043
H -0.8626 -3.3298 -1.9363 0.0824
H -1.7844 3.6161 2.8682 0.1190
H -0.2297 1.6467 -1.8140 0.0815
H 0.7348 4.2209 -1.6377 0.1282